[1]
Below is a structure of composition C31H25AsN3O8PS3V at a distorted geometry, with properties calculated with ωB97M-V/def2-TZVPD.

Structure (XYZ):
```
73
Properties=species:S:1:pos:R:3:forces:R:3
V -2.117076 -0.112710 -1.049985 -1.3 -0.2 0.4
O -1.703970 -2.622439 2.978107 0.0 0.0 -0.1
C -2.615694 -1.828411 3.567060 -0.1 0.0 0.0
C -3.178873 -2.271274 4.766069 0.0 0.1 0.0
C -4.147118 -1.516176 5.397066 0.0 0.0 0.0
C -4.574200 -0.310215 4.850092 0.0 0.0 0.0
C -4.004856 0.138576 3.673683 0.1 0.1 0.0
C -3.014048 -0.593998 3.024413 0.3 -0.3 0.0
C -2.386809 -0.099794 1.768677 -0.4 0.3 0.4
O -1.722336 -0.898514 1.027170 0.2 0.2 -0.4
N -2.568830 1.186163 1.526071 0.2 0.2 -0.2
N -2.041656 1.489005 0.299078 -0.2 0.2 0.3
C -1.638209 2.675862 0.071125 0.1 -0.1 -0.2
C -0.919966 2.899424 -1.188915 0.0 0.1 0.1
C -0.658412 4.166529 -1.693999 0.1 -0.1 -0.1
C 0.044339 4.253388 -2.888101 0.0 0.0 0.0
C 0.439179 3.088925 -3.525436 0.0 0.0 0.0
C 0.130297 1.865827 -2.941220 0.1 -0.1 -0.1
N -0.508385 1.779216 -1.788477 -0.2 0.0 0.1
H -1.526193 -2.241491 2.084375 0.1 0.0 0.1
H -2.847954 -3.219873 5.167276 0.0 0.0 0.0
H -4.583522 -1.876680 6.321128 0.0 0.0 0.0
H -5.345485 0.270439 5.338980 0.0 0.0 0.0
H -4.309654 1.075524 3.229639 0.0 0.0 0.0
H -1.753005 3.457836 0.815629 0.0 0.0 0.0
H -1.005540 5.050840 -1.177794 0.0 0.0 0.0
H 0.269582 5.220321 -3.319820 0.0 0.0 0.0
H 0.981993 3.116400 -4.459697 0.0 0.0 0.0
H 0.401780 0.920616 -3.398922 0.0 0.0 0.0
O -3.247504 -0.659657 -5.200627 -0.1 0.2 -0.2
As -3.887895 -0.372247 -3.560883 0.6 -0.2 0.0
O -2.485138 0.427364 -2.864105 -0.2 -0.2 0.3
O -3.649283 -0.418235 -0.683487 1.4 0.1 -0.4
C -3.660707 -2.251898 -2.862405 -0.3 0.2 0.1
C -4.893797 -2.851990 -2.625585 -0.1 0.0 0.0
C -5.012802 -4.081700 -1.990935 0.0 0.1 0.0
C -3.875839 -4.736939 -1.554321 0.1 0.0 0.0
C -2.630837 -4.171292 -1.792856 -0.1 -0.2 0.0
C -2.527157 -2.953845 -2.447377 0.1 -0.1 -0.1
S -0.865185 -2.380060 -2.752411 0.2 0.3 0.1
O 0.028879 -3.486114 -2.537185 0.0 -0.1 -0.1
O -0.868702 -1.792916 -4.075521 0.1 -0.1 0.0
O -0.623757 -1.330891 -1.687829 -0.7 0.0 0.0
H -2.344333 -1.003760 -5.100134 0.1 -0.1 0.1
H -5.798714 -2.327327 -2.918861 0.0 0.0 0.0
H -5.992307 -4.511549 -1.820834 0.0 0.0 0.0
H -3.949889 -5.683737 -1.034597 0.0 0.0 0.0
H -1.725756 -4.677780 -1.487781 0.0 0.0 0.0
S 3.085205 -0.374992 -1.886315 -0.1 -0.1 -0.2
P 3.235230 0.430027 -0.130541 -0.4 0.4 0.7
S 1.324165 0.622678 0.564840 0.4 -0.2 -0.3
C 4.168134 -0.521777 1.094623 0.2 0.0 -0.1
C 4.195827 -0.100752 2.421166 0.0 0.1 0.0
C 4.907725 -0.822364 3.361965 0.0 -0.1 0.0
C 5.599052 -1.967045 2.979335 0.0 0.0 0.0
C 5.571116 -2.388139 1.660434 0.0 0.0 0.0
C 4.854318 -1.666447 0.715348 -0.1 0.0 0.0
C 4.021299 2.067318 -0.113852 0.1 -0.1 -0.1
C 3.271171 3.235199 -0.123307 -0.1 0.0 0.0
C 3.905618 4.467609 -0.191610 0.0 0.0 0.0
C 5.288870 4.536762 -0.248454 0.0 0.0 0.0
C 6.043051 3.369879 -0.241445 0.0 0.0 0.0
C 5.411638 2.140163 -0.176710 0.0 0.0 0.0
H 3.653102 0.787689 2.723662 0.0 0.0 0.0
H 4.919377 -0.499285 4.394218 0.0 0.0 0.0
H 6.151708 -2.534612 3.716806 0.0 0.0 0.0
H 6.096830 -3.286436 1.364605 0.0 0.0 0.0
H 4.801796 -1.996387 -0.314851 0.0 0.0 0.0
H 2.190153 3.179252 -0.085609 0.0 0.0 0.0
H 3.313864 5.373677 -0.201278 0.0 0.0 0.0
H 5.782401 5.498845 -0.298099 0.0 0.0 0.0
H 7.123022 3.420244 -0.286352 0.0 0.0 0.0
H 6.000705 1.230170 -0.174150 0.0 0.0 0.0
```
Forces are in eV/Å.

Results
strongest force on any atom: 0.029 Eh/bohr
2S+1: 3
total charge: -1
calculated total energy: -6678.43030 Eh

[2]
Below is a structure of composition C31H25BrN5NaO2Se at a distorted geometry, with properties calculated with ωB97M-V/def2-TZVPD.

Structure (XYZ):
```
66
Properties=species:S:1:pos:R:3:forces:R:3
Na 0.326536 0.603771 1.269191 0.7 1.6 0.6
Br -0.283364 4.549571 -6.173309 -0.1 -0.1 0.0
C -1.681264 3.495071 -5.427709 0.1 0.2 -0.1
C -2.953264 4.034671 -5.304909 0.3 0.1 -0.1
C -3.962164 3.271271 -4.758909 0.0 -0.5 0.3
C -3.694564 1.979171 -4.288309 1.4 0.7 -0.3
C -2.405964 1.449271 -4.443609 -0.4 0.0 0.1
C -1.406864 2.200971 -5.019609 0.1 0.2 -0.1
N -4.760864 1.204571 -3.874509 -1.3 -0.3 -0.3
N -4.735564 0.327971 -3.004009 -1.3 -0.3 -0.4
C -3.749664 0.116371 -2.076709 1.4 -0.4 1.0
C -3.406364 -1.215529 -1.849309 -0.3 0.8 -0.4
C -2.339264 -1.560129 -1.045409 0.4 0.0 0.3
C -1.616764 -0.604829 -0.318009 -0.1 -0.7 -0.2
O -0.538764 -0.895129 0.334991 -1.4 -1.3 -0.2
C -2.082664 0.758171 -0.384209 -0.6 -0.1 -0.4
N -1.513164 1.636871 0.458291 -0.2 0.5 0.2
C -1.829364 2.902271 0.360991 0.0 -0.1 0.2
C -2.783164 3.386871 -0.538809 -0.4 -0.1 -0.2
C -3.463364 2.491471 -1.325409 0.1 0.4 0.1
C -3.103264 1.131871 -1.302909 0.0 -0.3 0.1
H -3.147364 5.038871 -5.647709 0.0 0.1 0.0
H -4.964264 3.666071 -4.674809 -0.1 0.0 0.0
H -2.207364 0.431971 -4.137509 0.0 0.0 0.0
H -0.419464 1.785171 -5.147609 0.1 0.0 0.0
H -3.919964 -1.970729 -2.428209 -0.1 -0.1 0.0
H -2.024964 -2.591929 -0.979509 0.1 -0.1 0.1
H -1.343764 3.568771 1.061091 0.1 0.2 0.0
H -3.011964 4.441471 -0.571809 -0.1 0.1 0.0
H -4.290164 2.830971 -1.934609 0.1 0.0 -0.1
Se 1.102236 -0.209929 -1.335109 0.7 -0.7 -1.1
N 0.996136 1.434671 -0.816509 -0.1 1.1 0.1
C 2.242436 1.913371 -0.654209 -0.1 -0.7 -0.3
C 2.570136 3.219871 -0.266209 0.4 0.6 0.2
C 3.895336 3.557271 -0.162409 -0.6 0.3 0.1
C 4.916136 2.625571 -0.413409 0.3 -0.7 -0.2
C 4.626136 1.341471 -0.792109 0.5 0.3 0.1
C 3.281736 0.968571 -0.931109 -0.7 -0.3 -0.1
N 2.834936 -0.232629 -1.338109 0.9 -0.2 -0.3
H 1.785236 3.938271 -0.084109 -0.1 0.1 0.0
H 4.174336 4.566371 0.100791 0.0 0.1 0.1
H 5.947036 2.933271 -0.311309 0.1 0.0 0.0
H 5.397036 0.625071 -1.028309 0.1 -0.1 0.0
C 2.729936 -6.143229 3.055691 0.0 0.0 0.0
C 2.158136 -4.783929 3.296991 -0.1 0.3 0.1
C 1.076936 -4.606629 4.153591 0.1 0.0 -0.1
C 0.484036 -3.372529 4.345891 0.1 0.2 -0.1
C -0.663064 -3.298329 5.309591 -0.1 0.1 0.0
C 0.985636 -2.242729 3.652991 0.5 -0.7 -0.2
C 0.291536 -0.978429 3.777491 -0.4 0.3 0.4
O 0.539636 0.071871 3.204991 0.1 -0.4 1.1
C 2.131936 -2.400029 2.840491 -0.2 -0.1 0.2
C 2.801936 -1.252429 2.161491 0.0 0.2 0.0
C 2.681736 -3.661929 2.670191 -0.1 0.0 0.1
H 2.464936 -6.831229 3.854291 0.0 -0.1 0.0
H 3.812536 -6.103829 2.968391 0.1 0.0 0.0
H 2.333436 -6.542129 2.121891 0.0 -0.1 -0.1
H 0.685536 -5.462729 4.684291 -0.1 -0.1 0.1
H -0.804464 -4.268529 5.780691 -0.1 0.0 0.0
H -1.587764 -3.028429 4.802491 -0.1 0.0 0.0
H -0.472464 -2.568229 6.094291 -0.1 0.0 0.1
H -0.566864 -0.995029 4.470391 0.1 0.1 0.0
H 2.667536 -0.324829 2.712291 0.1 0.0 -0.1
H 2.382536 -1.134629 1.157891 0.1 0.1 0.0
H 3.867536 -1.450129 2.063991 0.0 0.0 -0.2
H 3.542636 -3.768429 2.024691 0.1 0.0 0.0
```
Forces are in eV/Å.

Results
strongest force on any atom: 0.037 Eh/bohr
2S+1: 1
total charge: 0
calculated total energy: -6758.28090 Eh

[3]
Below is a structure of composition C31H25ClInN8O8S4Sb, with properties calculated with ωB97M-V/def2-TZVPD.

Structure (XYZ):
```
79
Properties=species:S:1:pos:R:3:forces:R:3
In 0.458925 0.470272 0.095182 0.2 0.3 -0.3
C 6.541606 -0.374765 -5.094511 0.0 0.0 0.0
O 5.971782 -1.184942 -6.117532 0.0 0.0 0.0
C 4.653817 -0.994487 -6.391259 0.0 0.0 0.0
C 4.077866 -1.897697 -7.283269 0.0 0.0 0.0
C 2.744132 -1.777911 -7.616251 0.0 0.0 0.0
C 1.948446 -0.788741 -7.040879 0.0 0.0 0.0
C 2.537330 0.126840 -6.176018 0.0 0.0 0.0
C 3.883241 0.031569 -5.853090 0.0 0.0 0.0
N 0.598786 -0.751007 -7.523927 0.0 0.0 0.0
N -0.387053 -0.388803 -6.856963 0.0 0.0 0.0
C -0.393973 -0.066091 -5.469010 0.0 0.0 0.0
C -1.209536 1.001080 -5.151451 0.0 0.0 0.0
C -1.350651 1.492626 -3.858132 0.0 0.0 0.0
C -0.700426 0.885300 -2.780944 0.0 0.0 0.0
O -0.845751 1.269200 -1.571157 0.0 0.0 0.0
C 0.118568 -0.275983 -3.087059 0.0 0.0 0.0
N 0.700144 -0.881465 -2.021460 -0.1 -0.1 0.0
C 1.350735 -2.007124 -2.201083 0.1 0.1 0.0
C 1.442449 -2.629219 -3.455968 0.0 0.0 0.0
C 0.891595 -2.020789 -4.545406 0.0 0.0 0.0
C 0.232273 -0.778686 -4.401862 0.0 0.0 0.0
H 7.550501 -0.753182 -4.945368 0.0 0.0 0.0
H 5.978108 -0.439964 -4.161506 0.0 0.0 0.0
H 6.590294 0.671878 -5.408871 0.0 0.0 0.0
H 4.696124 -2.681027 -7.703267 0.0 0.0 0.0
H 2.286680 -2.458727 -8.324055 0.0 0.0 0.0
H 1.949499 0.913025 -5.722559 0.0 0.0 0.0
H 4.294913 0.726593 -5.134976 0.0 0.0 0.0
H -1.738523 1.476236 -5.970286 0.0 0.0 0.0
H -1.985638 2.345010 -3.653400 0.0 0.0 0.0
H 1.826481 -2.441329 -1.331674 0.0 0.0 0.0
H 1.955967 -3.576883 -3.541955 0.0 0.0 0.0
H 0.947927 -2.491962 -5.516495 0.0 0.0 0.0
O -6.225694 2.910468 2.428383 0.0 0.0 0.0
N -6.237789 1.808251 1.910791 0.0 0.0 0.0
O -7.256062 1.163309 1.745715 0.0 0.0 0.0
C -4.960727 1.217035 1.468054 0.0 0.0 0.0
C -5.023678 -0.078721 1.088287 0.0 0.0 0.0
C -3.866470 -0.784684 0.661956 0.0 0.0 0.0
C -3.925112 -2.133869 0.252884 0.0 0.0 0.0
C -2.779306 -2.757848 -0.128779 0.1 0.0 0.0
C -1.574388 -2.037143 -0.072824 0.0 0.0 0.0
N -1.503481 -0.771620 0.276331 0.0 0.0 0.1
C -2.635229 -0.131533 0.646631 0.0 0.0 -0.1
C -2.572410 1.267515 1.017959 0.0 0.0 0.0
N -1.372808 1.857656 0.929926 0.1 -0.1 0.1
C -1.222714 3.117070 1.246385 0.0 0.0 0.0
C -2.304365 3.893465 1.676362 0.0 0.0 0.0
C -3.546332 3.325403 1.771996 0.0 0.0 0.0
C -3.723062 1.963600 1.442781 0.0 0.0 0.0
H -5.974059 -0.590829 1.118805 0.0 0.0 0.0
H -4.870655 -2.660662 0.276859 0.0 0.0 0.0
H -2.748265 -3.803591 -0.394763 0.0 0.0 0.0
H -0.641070 -2.527630 -0.316836 0.0 0.0 0.0
H -0.217535 3.514701 1.142764 0.0 0.0 0.0
H -2.155707 4.935350 1.924565 0.0 0.0 0.0
H -4.386253 3.912766 2.097364 0.0 0.0 0.0
S 4.203002 0.453203 -2.387848 0.0 0.0 0.0
Sb 3.932681 1.004211 -0.173450 0.0 0.0 0.0
S 2.597816 -0.997200 0.630685 0.0 0.0 0.0
S 1.915054 2.414582 -0.224130 0.0 0.0 0.2
S 3.209110 -1.175217 2.581998 0.0 0.0 0.0
C 0.572723 -2.405623 4.660616 0.0 0.0 0.0
N 0.617261 -0.936383 4.658701 0.0 0.0 0.0
C 1.650830 -0.356453 5.511264 0.0 0.0 0.0
C 0.465944 -0.349947 3.478040 0.1 0.0 0.0
N 0.188161 0.246751 2.526126 -0.2 -0.2 0.0
H 0.434447 -2.729112 5.692605 0.0 0.0 0.0
H 1.504170 -2.806728 4.253816 0.0 0.0 0.0
H -0.258287 -2.754858 4.054116 0.0 0.0 0.0
H 1.403324 -0.583400 6.549378 0.0 0.0 0.0
H 1.678355 0.722001 5.372070 0.0 0.0 0.0
H 2.633366 -0.763075 5.258558 0.0 0.0 0.0
O -1.388623 -5.377675 0.998843 0.0 0.0 0.0
Cl -1.822941 -4.856576 2.277923 -0.1 0.0 -0.1
O -3.261550 -4.984921 2.382176 0.0 0.0 0.0
O -1.184652 -5.575129 3.348075 0.0 0.0 0.0
O -1.470988 -3.449081 2.354577 0.0 -0.1 0.1
```
Forces are in eV/Å.

Results
strongest force on any atom: 0.009 Eh/bohr
2S+1: 1
total charge: -2
calculated total energy: -4719.47731 Eh

[4]
Below is an isolated molecule of C31H25NO4S at a distorted geometry, with properties calculated with ωB97M-V/def2-TZVPD.

Structure (XYZ):
```
62
Properties=species:S:1:pos:R:3:forces:R:3
N -7.130063 -2.331945 1.522006 1.9 0.7 -0.3
C -6.051941 -1.938476 1.312225 -2.3 -0.7 0.7
C -4.729710 -1.509284 0.999598 0.8 0.2 -0.1
C -4.528317 -0.228742 0.412945 0.2 -0.5 -0.4
C -3.327712 0.060823 -0.263543 -0.1 -0.3 0.2
C -2.240388 -0.837924 -0.110601 0.5 0.9 0.8
C -0.797842 -0.569731 -0.608221 0.0 0.0 -2.7
C 0.255842 0.442917 0.155917 -1.5 1.2 -1.3
C 1.741102 0.341526 0.389642 1.8 -0.2 -0.4
C 2.372661 0.373323 1.662571 -0.6 -0.2 -0.5
C 3.743813 0.403066 1.842984 1.4 0.0 -0.6
C 4.575421 0.416240 0.710072 -0.8 0.2 -0.7
C 4.002088 0.528493 -0.584011 -0.2 -0.8 1.7
C 2.619183 0.440421 -0.725491 0.2 0.7 -0.2
C 5.110023 0.430506 -1.605628 -0.9 0.1 0.1
C 6.350518 0.347561 -0.745189 0.4 -0.3 1.1
O 5.939196 0.314020 0.682387 -0.4 0.3 -0.7
C -0.456224 0.821867 1.408552 -0.9 -0.2 -0.1
C -0.480815 -0.078376 2.492553 -0.1 0.1 -0.9
C -1.283568 0.099320 3.598053 -0.9 0.8 0.5
C -2.116031 1.227169 3.604516 0.5 1.3 -1.1
C -2.197732 2.030029 2.448857 0.1 -0.3 0.3
C -1.380739 1.858885 1.352124 -0.2 -0.1 0.7
C -3.176167 3.137374 2.643070 -0.5 0.4 0.4
C -3.375488 3.108941 4.162451 0.4 -1.0 0.7
O -2.801372 1.783934 4.640995 -0.7 0.5 -0.3
S -0.004227 -2.097908 -1.302218 2.8 -0.8 0.3
O -0.986928 -3.156025 -1.299964 0.3 0.3 -0.5
O 1.294990 -2.273084 -0.632355 -1.9 -0.2 0.1
C 0.669122 -1.765684 -3.011308 -0.7 1.0 -0.1
C -0.181148 -1.480346 -4.093245 0.6 0.0 -0.1
C 0.376263 -1.007895 -5.295060 0.3 0.0 0.2
C 1.751008 -0.787261 -5.410487 0.3 -0.1 0.3
C 2.608198 -1.104040 -4.347113 -0.4 -0.3 -0.3
C 2.057460 -1.599222 -3.156047 0.3 0.0 -0.3
C -2.415611 -1.914252 0.722375 -0.4 -1.4 0.8
C -3.652187 -2.382765 1.206128 0.7 0.6 0.0
H -5.354503 0.485740 0.514698 0.4 -0.3 -0.6
H -3.240405 0.964855 -0.890568 0.0 -0.5 0.6
H -0.983187 -0.081063 -1.613670 0.2 -0.2 1.0
H 0.118603 1.248396 -0.652566 0.5 -0.4 1.7
H 1.849414 0.353920 2.610535 -0.4 0.1 -0.4
H 4.154016 0.404376 2.859004 -0.1 -0.1 -0.5
H 2.259352 0.546332 -1.766458 -0.2 -0.2 0.8
H 5.137010 1.300066 -2.266006 0.0 -0.3 -0.2
H 4.945335 -0.503197 -2.151497 0.2 0.3 -0.3
H 6.901791 -0.572125 -0.919911 0.1 0.0 0.0
H 7.029657 1.188216 -0.871817 -0.1 0.1 0.1
H 0.076121 -1.004850 2.384047 0.2 0.2 0.2
H -1.323652 -0.604100 4.411629 0.2 -0.1 0.2
H -1.543072 2.515831 0.487725 0.5 -0.4 0.2
H -2.723307 4.085652 2.311896 -0.5 -0.2 0.1
H -4.153824 2.969348 2.148941 0.6 0.1 -0.1
H -4.422380 3.110040 4.502802 0.5 0.1 -0.2
H -2.806693 3.909224 4.664840 -0.2 -0.4 -0.1
H -1.253900 -1.631290 -4.001859 0.1 0.0 0.0
H -0.226226 -0.792227 -6.170782 -0.2 -0.1 0.3
H 2.178251 -0.367781 -6.329369 -0.3 -0.3 0.3
H 3.702781 -0.994558 -4.479881 -0.8 -0.1 0.3
H 2.750426 -1.839965 -2.359336 -0.4 0.0 0.2
H -1.530038 -2.455913 1.000998 0.1 -0.4 0.0
H -3.694247 -3.338382 1.797064 -0.2 1.2 -0.9
```
Forces are in eV/Å.

Results
strongest force on any atom: 0.057 Eh/bohr
SMILES: N#Cc1ccc([C@@H](C(c2ccc3c(c2)CCO3)c2ccc3c(c2)CCO3)S(=O)(=O)c2ccccc2)cc1
2S+1: 1
total charge: 0
calculated total energy: -1950.08271 Eh

- Look up the total charge of the first one.
  -1

- Which value of total charge does entry 3 give?
  -2

- strongest force on any atom of number 3 (C31H25ClInN8O8S4Sb)?
  0.009 Eh/bohr